# 1
{
  "formula": "C49H45BrF4N3NaO3PS",
  "method": "ωB97M-V/def2-TZVPD",
  "total_energy_ha": -6159.504791,
  "de_lowest_ev": 0.000,
  "total_charge": -2,
  "multiplicity": 2,
  "symbols": ["Br", "S", "P", "Na", "F", "F", "F", "F", "O", "O", "O", "N", "N", "N", "C", "C", "C", "C", "C", "C", "C", "C", "C", "C", "C", "C", "C", "C", "C", "C", "C", "C", "C", "C", "C", "C", "C", "C", "C", "C", "C", "C", "C", "C", "C", "C", "C", "C", "C", "C", "C", "C", "C", "C", "C", "C", "C", "C", "C", "C", "C", "C", "C", "H", "H", "H", "H", "H", "H", "H", "H", "H", "H", "H", "H", "H", "H", "H", "H", "H", "H", "H", "H", "H", "H", "H", "H", "H", "H", "H", "H", "H", "H", "H", "H", "H", "H", "H", "H", "H", "H", "H", "H", "H", "H", "H", "H", "H"],
  "coordinates": [[3.435, -0.756, 1.261], [-1.724, -3.164, -1.321], [0.981, 1.332, 1.740], [0.452, -0.505, -0.491], [3.727, 1.898, 6.615], [5.397, -1.121, 3.481], [1.780, 2.617, 4.985], [5.546, 0.037, 5.894], [-3.348, -0.734, -1.488], [-0.226, -1.799, 0.838], [-0.090, 1.589, 0.193], [-3.642, -0.329, 1.251], [1.774, -0.533, -2.496], [-1.208, -2.562, 1.249], [3.209, -2.224, -3.669], [-1.701, 1.938, 4.769], [3.623, 1.308, 5.415], [3.481, -4.381, -2.599], [3.723, -3.519, -3.663], [-2.493, 1.615, 0.208], [2.109, 2.701, 1.138], [-2.019, -3.244, 0.342], [-3.610, 3.456, -0.949], [2.609, 1.635, 4.540], [-1.423, -2.623, 2.587], [-4.667, -0.825, 0.436], [-0.216, 2.184, 2.863], [3.169, 1.036, -3.865], [3.642, 3.460, -0.589], [3.424, 0.122, 2.958], [2.397, 3.867, 1.855], [2.744, 2.520, -0.094], [-0.722, 1.432, 3.927], [4.461, -0.222, 3.809], [0.846, 1.573, -3.178], [-6.792, -1.927, -1.045], [-3.097, -3.965, 0.928], [-6.904, -1.786, 0.327], [3.917, 4.612, 0.135], [-2.205, 3.217, 4.553], [-3.666, 2.277, -0.230], [-5.847, -1.240, 1.048], [4.552, -3.985, -4.840], [-5.609, -1.548, -1.675], [1.184, -0.141, -4.901], [-2.374, 4.028, -1.259], [-1.732, 3.966, 3.485], [-0.750, 3.450, 2.642], [1.774, 0.426, -3.592], [2.447, 1.066, 3.294], [-2.458, -3.328, 3.144], [2.734, -3.915, -1.501], [-3.322, -4.014, 2.281], [2.248, -2.630, -1.504], [-1.204, 3.398, -0.842], [-1.238, 2.204, -0.131], [2.403, -1.721, -2.600], [3.286, 4.815, 1.359], [-4.544, -1.018, -0.955], [2.436, -4.811, -0.321], [-3.131, -1.001, -2.862], [4.557, 0.366, 5.051], [-2.511, 0.429, 0.968], [3.085, 1.984, -4.416], [2.845, -4.391, 0.604], [3.666, 1.228, -2.909], [4.620, 5.346, -0.247], [3.493, 5.710, 1.938], [3.989, -3.905, -5.775], [-5.928, -1.125, 2.124], [-0.702, -2.059, 3.165], [-0.326, 0.432, 4.091], [1.352, -4.904, -0.187], [5.456, -3.378, -4.950], [-0.142, 1.178, -2.914], [2.535, 1.625, -0.676], [4.857, -5.027, -4.715], [1.815, -0.903, -5.358], [-3.829, -0.436, -3.486], [-2.132, 4.956, 3.299], [1.665, -2.292, -0.653], [-7.803, -2.104, 0.844], [1.237, 2.097, -2.301], [1.035, 0.664, -5.634], [0.724, 2.301, -3.992], [-3.750, -4.477, 0.236], [1.930, 4.034, 2.821], [-2.967, 3.624, 5.210], [3.442, -1.600, -4.522], [2.858, -5.809, -0.465], [-0.408, 4.037, 1.800], [-3.213, -2.070, -3.067], [-0.231, 3.820, -1.077], [-2.073, 1.339, 5.593], [3.809, 0.364, -4.444], [-2.321, 4.950, -1.826], [0.213, -0.600, -4.683], [-5.501, -1.714, -2.740], [-4.529, 3.932, -1.278], [-4.165, -4.574, 2.674], [4.125, 3.288, -1.546], [-1.605, 0.091, 1.455], [-7.601, -2.348, -1.630], [-2.583, -3.334, 4.219], [-3.653, -0.724, 2.175], [-2.116, -0.677, -3.073], [-4.628, 1.843, 0.013], [3.865, -5.398, -2.614]],
  "forces_ev_per_a": [[0.13, -0.08, 0.05], [0.40, -0.56, 0.60], [0.91, 0.48, 0.84], [0.33, 0.63, -1.21], [0.01, 0.11, 0.22], [0.13, -0.15, -0.08], [-0.03, 0.00, -0.06], [0.19, -0.07, 0.15], [-0.05, 0.58, -0.22], [-0.72, -1.21, 0.97], [-0.74, 0.20, -0.43], [-0.08, 0.04, -0.15], [0.04, -0.02, 0.02], [-0.04, 0.09, 0.07], [0.05, -0.07, 0.09], [0.06, 0.01, -0.09], [0.02, -0.03, 0.05], [-0.02, 0.04, 0.03], [-0.06, 0.04, 0.08], [-0.23, -0.06, -0.07], [-0.08, 0.09, -0.01], [0.12, 0.11, 0.02], [0.06, 0.02, -0.05], [-0.23, 0.20, -0.12], [0.08, 0.03, -0.14], [-0.07, 0.11, 0.23], [-0.08, -0.14, 0.02], [0.00, 0.03, -0.03], [-0.05, -0.04, 0.04], [-0.16, 0.09, -0.03], [-0.01, -0.11, -0.02], [-0.04, -0.06, 0.06], [0.00, 0.01, -0.03], [-0.16, 0.01, -0.12], [-0.05, 0.05, 0.11], [0.09, 0.05, 0.08], [0.14, 0.07, 0.13], [0.02, -0.05, 0.00], [-0.08, 0.00, 0.11], [0.04, -0.01, -0.05], [0.05, -0.09, -0.02], [-0.08, 0.09, 0.00], [-0.02, 0.03, 0.04], [-0.12, -0.07, -0.06], [-0.07, 0.00, -0.06], [-0.01, -0.13, 0.10], [0.05, -0.08, -0.02], [0.00, -0.02, 0.07], [0.05, -0.09, -0.12], [0.01, -0.16, -0.32], [-0.05, 0.01, -0.02], [0.09, 0.03, -0.05], [-0.04, 0.00, -0.16], [0.05, 0.11, -0.09], [-0.07, 0.13, -0.07], [0.36, 0.15, 0.04], [-0.04, 0.13, -0.05], [-0.01, -0.07, -0.06], [0.14, -0.15, -0.08], [-0.05, 0.04, -0.05], [-0.12, 0.16, -0.06], [-0.06, 0.05, -0.01], [-0.05, -0.01, -0.08], [0.01, -0.13, 0.04], [-0.03, -0.03, -0.05], [-0.04, 0.02, -0.08], [-0.04, -0.02, 0.01], [-0.02, -0.04, -0.03], [0.03, -0.01, 0.02], [0.00, 0.02, -0.03], [-0.02, 0.00, -0.11], [-0.03, 0.06, 0.02], [0.10, 0.00, 0.01], [-0.03, -0.03, 0.00], [0.09, 0.06, -0.03], [0.04, 0.04, 0.04], [-0.01, 0.03, -0.01], [-0.09, 0.04, 0.02], [-0.06, 0.10, 0.01], [0.01, -0.02, -0.02], [0.06, -0.35, -0.04], [0.05, 0.04, -0.02], [-0.08, -0.06, -0.07], [0.01, -0.08, 0.06], [0.03, -0.09, 0.11], [-0.02, -0.01, -0.03], [0.03, -0.04, -0.04], [0.02, -0.03, -0.04], [0.00, -0.08, 0.06], [-0.01, 0.04, 0.01], [0.02, 0.02, 0.01], [-0.06, 0.07, -0.02], [-0.05, -0.07, 0.01], [0.02, 0.00, -0.03], [-0.03, 0.09, 0.09], [0.00, 0.00, 0.00], [0.08, 0.06, -0.03], [0.04, 0.04, 0.08], [0.03, -0.01, 0.04], [0.05, 0.04, -0.04], [-0.04, -0.01, 0.06], [-0.04, 0.02, -0.07], [0.02, 0.01, 0.02], [0.02, -0.01, -0.03], [0.07, -0.21, 0.10], [0.04, -0.01, 0.02], [-0.02, -0.02, 0.01], [-0.02, 0.05, 0.02]]
}

---

# 2
{
  "formula": "C49H45MnN4O2P3S2",
  "method": "ωB97M-V/def2-TZVPD",
  "total_energy_ha": -5235.109421,
  "de_lowest_ev": 0.000,
  "total_charge": 1,
  "multiplicity": 5,
  "symbols": ["Mn", "S", "S", "P", "P", "P", "O", "O", "N", "N", "N", "N", "C", "C", "C", "C", "C", "C", "C", "C", "C", "C", "C", "C", "C", "C", "C", "C", "C", "C", "C", "C", "C", "C", "C", "C", "C", "C", "C", "C", "C", "C", "C", "C", "C", "C", "C", "C", "C", "C", "C", "C", "C", "C", "C", "C", "C", "C", "C", "C", "C", "H", "H", "H", "H", "H", "H", "H", "H", "H", "H", "H", "H", "H", "H", "H", "H", "H", "H", "H", "H", "H", "H", "H", "H", "H", "H", "H", "H", "H", "H", "H", "H", "H", "H", "H", "H", "H", "H", "H", "H", "H", "H", "H", "H", "H"],
  "coordinates": [[-0.507, -0.360, 0.662], [3.511, 0.348, 2.665], [-1.571, 1.502, 2.210], [0.122, -2.542, 1.295], [-0.397, 1.186, -1.287], [2.184, 2.692, -0.627], [-2.125, -1.181, 0.283], [-4.017, -2.028, 1.064], [-3.806, 0.095, 2.830], [0.500, 2.644, -1.247], [1.099, 0.158, 1.331], [-3.507, 1.902, 4.029], [-1.405, -6.146, 0.078], [-0.317, -1.767, 5.294], [2.073, 4.840, -2.514], [3.348, -3.757, -0.846], [-3.184, 1.491, -1.089], [0.014, -4.002, 3.674], [2.132, 0.231, 1.917], [-0.239, -0.990, -2.937], [-3.014, 1.141, 3.039], [2.073, -3.363, -0.474], [2.647, 4.292, -1.369], [1.120, 0.274, -4.994], [4.512, -0.332, -3.260], [-3.412, 2.843, -3.502], [4.082, -3.534, 1.437], [3.076, 1.521, -1.730], [-0.262, -3.031, 5.857], [0.022, -1.679, -4.113], [-0.982, -3.839, 0.639], [2.804, -3.143, 1.818], [4.494, 1.007, -3.622], [-0.264, 3.764, -0.605], [1.793, -3.077, 0.866], [0.702, -1.043, -5.143], [3.139, 0.177, -1.354], [0.162, 0.338, -2.795], [-4.552, 2.541, -2.765], [-0.095, -4.148, 5.046], [0.843, 0.971, -3.827], [-3.215, -4.570, 0.069], [-2.749, -5.862, -0.113], [3.517, 6.756, -2.335], [-4.721, 1.318, 4.602], [4.099, 6.215, -1.198], [2.504, 6.069, -2.992], [-0.035, -2.730, 3.100], [4.351, -3.849, 0.114], [-2.895, -2.183, 0.625], [-0.202, -1.613, 3.917], [-2.164, 2.462, -3.042], [-4.437, 1.871, -1.559], [-2.338, -3.557, 0.427], [3.785, 1.929, -2.861], [3.835, -0.746, -2.121], [-2.874, 3.045, 4.653], [-5.000, 0.120, 3.680], [-2.040, 1.780, -1.830], [-0.525, -5.142, 0.457], [3.658, 4.990, -0.711], [-1.973, 3.304, 4.106], [1.289, -3.287, -1.221], [-2.611, 2.817, 5.688], [5.346, -4.166, -0.174], [0.520, -5.377, 0.606], [-4.260, -4.330, -0.072], [-3.499, 3.367, -4.446], [1.660, 0.764, -5.795], [5.037, 1.339, -4.499], [-5.895, 0.266, 3.077], [-4.539, 1.016, 5.635], [-5.531, 2.046, 4.599], [-0.309, -2.704, -4.231], [-3.103, 0.965, -0.153], [-0.671, 4.420, -1.373], [0.906, -1.576, -6.064], [-0.053, -5.138, 5.483], [2.632, -0.160, -0.459], [3.560, -4.001, -1.879], [-3.553, 3.898, 4.641], [4.869, -3.589, 2.179], [5.063, -1.049, -3.857], [0.137, -4.879, 3.050], [-0.346, -3.152, 6.931], [0.394, 4.352, 0.032], [2.601, -2.887, 2.851], [1.287, 4.301, -3.034], [-3.766, -0.506, 2.013], [-5.529, 2.824, -3.139], [3.859, -1.786, -1.818], [1.166, 1.996, -3.709], [3.848, 7.717, -2.709], [4.098, 4.566, 0.186], [-0.438, -0.892, 5.921], [-1.035, -7.155, -0.061], [-1.284, 2.689, -3.630], [-3.435, -6.648, -0.401], [4.888, 6.749, -0.683], [-0.231, -0.621, 3.493], [-5.101, -0.814, 4.225], [-0.770, -1.480, -2.124], [2.052, 6.491, -3.882], [3.779, 2.968, -3.158], [-1.084, 3.411, 0.017], [-5.322, 1.632, -0.980]],
  "forces_ev_per_a": [[-1.18, 0.12, 0.26], [0.11, 0.03, 0.07], [0.36, -0.06, -0.05], [0.14, -0.86, 0.56], [0.02, 0.81, -0.89], [-0.16, -0.14, -0.12], [-0.42, 0.16, -0.22], [-0.15, 0.09, -0.11], [-0.22, 0.08, 0.18], [-0.22, -0.32, 0.54], [1.05, 0.28, 0.36], [0.02, -0.03, 0.00], [0.02, -0.04, 0.00], [0.02, -0.01, -0.05], [0.01, 0.00, -0.04], [-0.09, -0.23, 0.15], [0.01, 0.08, -0.15], [0.00, -0.01, -0.03], [-0.20, 0.06, -0.04], [0.10, 0.02, 0.02], [-0.13, 0.08, 0.08], [-0.03, -0.02, 0.08], [0.12, 0.05, 0.05], [-0.01, 0.01, -0.01], [-0.01, 0.02, 0.00], [-0.01, 0.03, -0.04], [0.00, 0.02, -0.01], [0.12, 0.06, 0.02], [-0.01, 0.01, 0.02], [0.00, 0.02, 0.03], [0.02, 0.14, -0.17], [0.01, -0.01, 0.00], [-0.02, 0.09, 0.02], [0.08, -0.10, -0.15], [0.01, 0.16, -0.21], [0.02, 0.00, 0.00], [-0.02, 0.00, -0.09], [-0.11, -0.24, 0.20], [0.01, 0.01, 0.01], [0.00, -0.07, -0.01], [-0.03, -0.06, -0.05], [-0.07, -0.03, -0.03], [0.02, -0.05, -0.01], [0.03, -0.01, 0.04], [0.10, 0.00, -0.08], [-0.02, -0.03, 0.00], [-0.03, -0.03, -0.02], [-0.02, 0.15, -0.02], [0.00, -0.05, 0.03], [0.30, -0.19, -0.10], [0.06, -0.12, 0.04], [0.04, 0.02, 0.02], [0.05, -0.01, 0.01], [0.18, 0.00, 0.09], [0.00, -0.14, -0.02], [0.01, 0.01, -0.07], [-0.02, -0.05, -0.07], [0.17, 0.07, -0.11], [-0.10, -0.24, 0.13], [-0.02, 0.03, -0.03], [-0.02, 0.04, -0.07], [0.02, -0.02, -0.03], [0.03, -0.01, -0.03], [-0.01, -0.02, 0.01], [-0.04, 0.03, 0.01], [0.01, 0.00, 0.02], [0.02, 0.00, 0.03], [0.00, -0.01, 0.03], [-0.02, -0.02, 0.03], [-0.02, 0.00, 0.03], [-0.02, 0.01, -0.04], [0.03, -0.01, 0.02], [-0.02, 0.04, 0.01], [0.02, 0.03, 0.03], [0.01, -0.05, 0.08], [0.01, 0.01, -0.02], [0.01, 0.03, 0.05], [0.00, 0.05, -0.01], [0.04, -0.01, -0.04], [-0.03, -0.01, 0.03], [-0.02, -0.02, 0.00], [-0.04, 0.01, -0.02], [-0.01, 0.03, 0.02], [-0.01, 0.01, 0.03], [0.00, 0.00, -0.05], [0.06, -0.01, 0.02], [0.01, -0.04, -0.02], [0.02, 0.04, 0.05], [0.04, -0.07, -0.02], [0.04, 0.01, 0.02], [0.04, 0.34, -0.11], [-0.04, -0.02, -0.03], [0.00, -0.03, 0.01], [-0.01, 0.06, -0.02], [0.00, -0.03, -0.02], [-0.02, 0.04, 0.00], [0.01, -0.02, 0.00], [0.02, 0.03, 0.00], [-0.02, -0.01, -0.01], [-0.02, 0.13, -0.06], [-0.01, -0.05, 0.04], [-0.07, -0.03, -0.05], [0.01, -0.01, 0.03], [0.03, 0.02, -0.01], [-0.03, -0.07, 0.06], [0.04, 0.01, -0.03]]
}